(1)
Here is 4 unconnected molecules or ions with the total composition C21H32FNO6S3 in a non-equilibrium geometry from the Open Molecules 2025 dataset. Energies are from wB97M-V/def2-TZVPD.

CARTESIAN COORDINATES (ANGSTROEM)
S -1.213 -1.209 6.069
S -4.280 4.120 -3.407
S -2.312 -0.886 2.175
F 7.812 -2.188 -1.127
O -2.962 4.828 -3.526
O -1.322 -0.497 3.234
O 7.842 -3.463 0.935
O -0.726 -0.101 -0.542
O -1.919 -2.513 5.840
O 3.481 -2.983 -3.581
N -0.995 -0.318 -3.778
C 2.664 -2.052 -3.019
C 3.019 -1.434 -1.507
C -0.585 0.631 -4.882
C -0.001 2.085 -4.341
C 4.963 -1.058 0.526
C -3.956 2.345 -3.543
C 2.216 -0.106 0.907
C -3.935 -0.290 2.703
C 1.836 -0.662 -0.612
C 0.215 -0.762 -2.937
C -4.730 4.099 -1.656
C 3.786 -0.344 1.417
C 4.561 -1.625 -0.962
C 1.378 2.561 -5.137
C 0.323 -0.485 -1.291
C 0.194 -1.536 7.158
C 6.510 -1.200 1.114
C -2.179 -0.274 7.280
C -2.675 -2.645 2.390
C 7.399 -2.337 0.316
C 1.283 -1.500 -3.712
H 0.220 2.067 -3.189
H 1.356 2.261 -6.284
H 6.498 -1.380 2.279
H -0.861 2.888 -4.533
H -3.131 0.005 6.823
H 0.203 0.207 -5.637
H -2.368 -0.889 8.164
H -4.875 1.789 -3.343
H 1.418 0.422 1.613
H -1.775 -3.216 2.149
H -4.701 -0.656 2.015
H 0.663 -0.592 7.444
H 5.313 -2.175 -1.683
H 0.917 -2.148 6.614
H -1.635 0.631 7.562
H -3.480 -2.938 1.712
H -4.148 -0.631 3.719
H -1.570 0.865 -5.515
H -0.139 -2.075 8.049
H -1.449 -1.174 -4.174
H -5.625 3.488 -1.515
H -3.905 3.699 -1.061
H 2.354 2.142 -4.641
H -3.926 0.803 2.683
H 4.032 0.049 2.513
H -3.177 2.050 -2.835
H 1.156 -1.708 -4.875
H -4.940 5.123 -1.340
H -3.618 2.131 -4.560
H 1.426 3.744 -5.031
H 7.033 -0.141 0.946
H -2.963 -2.845 3.425

Its total energy is -71275.8661 eV. The calculation puts the lowest unoccupied orbital energy at -2.08 eV. Its HOMO energy is -8.5 eV. As for the net charge: 0. The frontier orbital gap is 6.38 eV.

---

(2)
Here is 4 unconnected molecules or ions with the total composition C4H17NO3 in a non-equilibrium geometry from the Open Molecules 2025 dataset. Energies are from wB97M-V/def2-TZVPD.

CARTESIAN COORDINATES (ANGSTROEM)
O 1.337 -1.898 -0.541
O -3.511 -1.563 1.059
O -0.582 -2.872 0.783
N 1.086 0.888 -0.565
C 0.835 0.290 1.789
C -0.703 1.844 -2.101
C 1.692 1.111 0.743
C -0.305 1.332 -0.710
H -2.825 -2.207 0.987
H 0.119 -2.275 0.392
H 1.566 0.044 2.551
H 0.503 -0.614 1.250
H 1.949 2.205 0.951
H 2.692 0.793 0.735
H -1.772 2.298 -2.021
H 1.620 1.234 -1.334
H -3.099 -0.749 0.607
H 1.012 -2.213 -1.370
H -0.374 -3.817 0.782
H -0.105 2.691 -2.590
H -0.976 0.547 -0.342
H 1.159 -1.001 -0.644
H -0.480 2.225 0.081
H -0.846 0.964 -2.705
H 0.012 0.742 2.213

Its total energy is -12055.1566 eV. Its SMILES is CCNCC.O.O.O. The calculation puts the lowest unoccupied orbital energy at 0.61 eV. Its HOMO energy is -9.4 eV. As for the net charge: 0. The frontier orbital gap is 10.01 eV.

---

(3)
Here is a molecular structure, C23H28N4O2Ru in a non-equilibrium geometry from the Open Molecules 2025 dataset. Energies are from wB97M-V/def2-TZVPD.

CARTESIAN COORDINATES (ANGSTROEM)
Ru -0.570 -0.005 -0.206
O -1.230 0.258 -1.838
O 1.356 -0.271 -0.775
N 1.478 -2.164 -2.139
N 0.123 0.036 1.777
N -1.154 -2.395 -0.221
N -2.310 0.596 0.749
C -0.544 -3.265 -1.071
C -0.532 -4.638 -0.819
C 3.436 -0.771 -1.673
C -2.046 0.835 2.234
C -3.292 1.291 2.695
C 2.233 1.308 1.782
C -0.685 0.513 2.639
C -1.030 2.725 -2.044
C -1.328 1.426 -2.857
C 1.999 -1.063 -1.558
C 4.370 2.469 2.155
C 0.096 -2.675 -2.286
C 2.342 3.653 1.625
C -1.047 -5.038 0.351
C 1.585 2.487 1.519
C -4.248 1.226 1.638
C -1.603 -2.895 0.989
C -2.769 1.264 -3.432
C 1.526 0.019 1.936
C 3.698 3.711 1.967
C -1.472 -4.194 1.321
C -3.635 0.784 0.555
C 3.640 1.318 2.071
H 4.030 -1.554 -1.308
H -3.714 1.366 3.694
H -2.099 -2.198 1.669
H 5.366 2.451 2.565
H -0.013 2.715 -1.531
H 1.978 -0.749 1.366
H 1.728 -0.100 3.035
H -0.587 1.113 -3.558
H -1.815 2.856 -1.310
H -5.228 1.214 1.957
H 3.815 -0.593 -2.703
H 2.148 -2.622 -2.774
H -1.119 -6.014 0.723
H -1.068 3.575 -2.749
H -0.539 -1.879 -2.659
H 4.148 4.670 2.164
H -4.102 0.348 -0.256
H 3.657 0.116 -1.114
H 1.799 4.568 1.561
H 4.237 0.380 2.396
H -3.632 1.716 -2.788
H 0.310 -3.417 -3.050
H -1.802 -4.493 2.289
H -2.889 1.847 -4.344
H -2.978 0.274 -3.817
H -0.225 -5.336 -1.521
H -0.362 0.649 3.684
H 0.567 2.555 1.292

Its total energy is -36924.2506 eV. The calculation puts the lowest unoccupied orbital energy (spin up / spin down) at -6.24 / -8.94 eV. Its HOMO energy (spin up / spin down) is -13.9 / -13.9 eV. As for the net charge: +2. The multiplicity is 5. The frontier orbital gap (spin up / spin down) is 7.64 / 4.94 eV.

---

(4)
Here is 2 unconnected molecules or ions with the total composition C6H16NO in a non-equilibrium geometry from the Open Molecules 2025 dataset. Energies are from wB97M-V/def2-TZVPD.

CARTESIAN COORDINATES (ANGSTROEM)
O 2.355 -0.566 0.498
N 5.139 0.821 -0.064
C -3.558 0.451 0.707
C -2.872 -0.174 -0.506
C 0.030 -0.871 0.307
C -1.618 0.581 -0.941
C -0.444 0.476 0.112
C 1.344 -1.271 -0.227
H -1.241 0.163 -1.878
H 2.152 -0.601 1.450
H 0.380 1.097 -0.250
H -0.838 0.908 1.036
H 4.341 0.229 -0.063
H -2.932 0.497 1.599
H -2.588 -1.206 -0.274
H 1.495 -0.969 -1.268
H -3.587 -0.228 -1.325
H -4.431 -0.136 0.995
H -0.355 -1.463 1.139
H -3.916 1.459 0.494
H -1.806 1.637 -1.123
H 5.758 0.655 0.700
H 5.628 0.845 -0.937
H 1.566 -2.336 -0.181

Its total energy is -10009.3385 eV. The calculation puts the lowest unoccupied orbital energy at -7.58 eV. Its HOMO energy is -12.0 eV. As for the net charge: +1. The frontier orbital gap is 4.46 eV.

---

(5)
Here is a molecular structure, C13H15N2OS2 in a non-equilibrium geometry from the Open Molecules 2025 dataset. Energies are from wB97M-V/def2-TZVPD.

CARTESIAN COORDINATES (ANGSTROEM)
S 1.579 -1.439 0.431
S 1.456 0.304 2.610
O -0.239 -0.316 -1.401
N 2.121 0.156 -1.519
N -0.737 -1.144 1.858
C 1.658 2.340 -2.472
C -3.022 -0.265 2.043
C 3.616 1.090 -3.230
C 3.744 1.993 -4.286
C -3.474 -1.622 2.599
C -1.558 -0.076 2.415
C 2.846 3.067 -4.457
C 1.809 3.221 -3.531
C 0.970 -0.312 -1.236
C 2.496 1.197 -2.335
C -2.525 -2.787 2.330
C 0.612 -0.810 1.691
C -1.038 -2.421 2.473
H -3.583 0.579 2.481
H -2.742 -3.612 3.025
H -4.454 -1.853 2.189
H 2.927 3.762 -5.296
H -1.452 -0.082 3.512
H -3.589 -1.506 3.688
H 4.551 1.897 -5.022
H 1.073 4.026 -3.612
H 0.836 2.420 -1.771
H 4.302 0.251 -3.105
H -3.129 -0.174 0.956
H -1.175 0.893 2.076
H -2.696 -3.192 1.325
H -0.421 -3.202 2.030
H -0.762 -2.385 3.542

Its total energy is -40423.1203 eV. The calculation puts the lowest unoccupied orbital energy at 3.21 eV. Its HOMO energy is -3.7 eV. As for the net charge: -1. The frontier orbital gap is 6.94 eV.

---

(6)
Here is a molecular structure, C54H77Br2F3MoN2OP2Si4Te from the Open Molecules 2025 dataset. Energies are from wB97M-V/def2-TZVPD.

CARTESIAN COORDINATES (ANGSTROEM)
Te 1.188 0.027 2.857
Mo -0.407 -0.016 0.524
Br -3.484 2.864 -2.482
Br -3.240 -1.434 -6.043
P -1.175 2.187 1.459
P -1.035 -2.179 1.806
Si 4.486 2.065 3.042
Si 3.704 -0.154 2.909
Si 5.035 -1.389 1.396
Si 3.973 -1.073 5.069
F 7.356 2.059 -4.749
F 5.859 3.060 -5.934
F 6.831 4.111 -4.315
O -1.170 1.196 -1.022
N -0.444 -1.273 -1.540
N -2.550 -0.307 0.632
C -5.648 1.751 0.829
C 3.041 -2.694 5.296
C -1.456 -1.874 4.662
C 2.259 0.990 -1.152
C 1.654 -3.454 2.121
C -2.941 -1.532 0.072
C 1.058 3.765 1.407
C -1.655 -1.285 -3.644
C -1.229 2.558 3.274
C 0.147 -3.531 2.402
C 3.801 2.763 -1.859
C -1.712 0.640 -2.068
C 1.432 0.537 -0.379
C -5.144 3.038 1.005
C -3.771 3.159 1.125
C -2.236 -2.678 0.520
C 4.790 3.237 -2.704
C 3.732 0.698 -3.094
C 1.075 -3.012 -0.918
C 6.175 2.166 3.879
C 4.961 -3.249 1.693
C 0.126 -2.410 -1.879
C 5.253 2.438 -3.737
C -2.627 -0.635 -4.438
C 4.619 2.779 1.307
C -1.266 -0.667 -2.440
C -2.917 2.064 1.022
C -6.052 4.234 1.058
C -2.117 -2.269 3.339
C -3.521 -1.678 3.234
C -3.422 0.772 0.747
C -3.389 -4.061 -1.107
C -0.341 3.699 0.787
C -0.221 3.883 -0.718
C -3.138 0.566 -4.053
C 3.314 3.099 4.093
C -4.072 -2.934 -1.537
C -1.540 3.998 3.675
C 3.347 0.136 6.368
C -1.050 -2.516 -3.965
C -2.474 -3.911 -0.065
C 5.799 -1.427 5.384
C 3.263 1.487 -2.037
C 4.639 -1.048 -0.404
C -3.861 -1.689 -0.964
C 6.320 2.921 -4.674
C -3.589 -5.401 -1.757
C 6.810 -0.836 1.715
C -2.221 1.599 3.922
C -4.824 0.650 0.706
C -0.320 -4.976 2.209
C 4.720 1.169 -3.935
C -0.142 -3.050 -3.107
C -2.687 1.204 -2.886
H 1.199 -4.082 -1.077
H 3.714 2.579 0.736
H 0.356 -3.985 -3.324
H 3.474 -3.496 4.698
H -0.111 -5.321 1.197
H 0.054 -3.328 3.473
H 5.794 -3.719 1.164
H 5.936 -1.808 6.399
H 2.191 -3.668 3.041
H 3.439 3.383 -1.050
H -0.223 2.303 3.630
H -3.891 1.057 -4.653
H -4.369 -0.826 -1.371
H 3.489 2.899 5.150
H -1.311 -3.014 -4.889
H -5.507 5.126 1.365
H 4.749 0.010 -0.643
H 6.563 3.183 3.785
H 0.705 -2.833 0.083
H 3.612 -1.323 -0.647
H 5.046 -3.513 2.746
H -1.181 3.869 -1.215
H -4.772 -3.018 -2.360
H 7.482 -1.448 1.109
H 6.911 1.490 3.452
H 0.248 4.855 -0.893
H -1.941 -4.785 0.265
H 3.087 -2.997 6.344
H 5.460 2.334 0.774
H -1.344 -0.798 4.767
H -0.783 4.705 3.341
H -1.580 4.053 4.764
H 1.992 -2.579 5.018
H -2.099 0.594 3.519
H 1.985 -2.474 1.782
H 1.550 4.689 1.094
H -2.512 4.322 3.303
H 2.050 -2.521 -0.991
H -1.379 -5.126 2.418
H 6.419 -0.539 5.276
H -2.092 -2.224 5.477
H 4.039 -3.683 1.309
H 5.203 4.224 -2.556
H 6.091 1.947 4.943
H -3.520 -0.595 3.140
H 3.312 -0.288 -3.239
H -3.249 1.909 3.728
H -2.685 -5.723 -2.280
H -6.871 4.083 1.764
H -3.833 -6.170 -1.023
H 4.047 0.960 6.506
H -4.065 -1.933 4.146
H 1.057 3.740 2.494
H 4.774 3.860 1.339
H 3.241 -0.372 7.329
H 1.953 -4.203 1.388
H 5.318 -1.611 -1.050
H -5.275 -0.324 0.595
H 0.247 -5.618 2.886
H -0.950 4.522 1.179
H 6.174 -2.186 4.697
H -2.066 1.560 5.002
H -4.073 -2.091 2.392
H -2.248 -3.359 3.366
H -0.466 -2.307 4.806
H 1.649 2.920 1.050
H -6.497 4.437 0.082
H 6.958 0.202 1.419
H 2.271 2.876 3.886
H 2.378 0.554 6.098
H -4.397 -5.367 -2.486
H 5.083 0.551 -4.746
H 7.111 -0.938 2.756
H -6.721 1.602 0.784
H 3.485 4.164 3.922
H 0.406 3.110 -1.158
H -3.348 4.144 1.283

Its total energy is -269755.7228 eV. The calculation puts the lowest unoccupied orbital energy (spin up / spin down) at -0.29 / -0.89 eV. Its HOMO energy (spin up / spin down) is -6.8 / -7.0 eV. As for the net charge: 0. The multiplicity is 3. The frontier orbital gap (spin up / spin down) is 6.52 / 6.06 eV.